Entry i
CH9N2 | the ωB97M-V functional and the def2-TZVPD basis

Calculated values
Total charge = +1
Highest occupied orbital energy = -14.973 eV

Each line ends with the Mulliken charge.
Geometry (Å):
N -0.750 -0.872 1.974  -0.84
H -0.701 -0.037 2.545  0.27
H -1.684 -1.249 2.045  0.24
H -0.206 0.018 0.132  0.44
H -0.060 -1.525 2.315  0.26
C 0.179 0.680 -1.841  -0.73
N 0.609 0.318 -0.440  -0.36
H -0.638 1.365 -1.710  0.33
H -0.227 -0.216 -2.318  0.33
H 1.056 0.975 -2.415  0.33
H 1.363 -0.354 -0.318  0.34
H 0.943 1.176 0.011  0.37

Entry ii
CH9N2 | the ωB97M-V functional and the def2-TZVPD basis

Calculated values
Total charge = +1
Highest occupied orbital energy = -15.857 eV

Each line ends with the Mulliken charge.
Geometry (Å):
N 0.648 1.716 0.791  -0.91
H 1.519 1.945 1.264  0.27
H 0.104 1.277 1.531  0.28
H 0.172 0.488 -0.325  0.36
H 0.221 2.622 0.620  0.27
C -0.683 -1.453 -0.144  -0.79
N 0.078 -0.409 -0.906  -0.24
H -0.008 -2.074 0.432  0.32
H -1.447 -1.023 0.495  0.31
H -1.146 -2.151 -0.840  0.36
H -0.454 -0.193 -1.744  0.40
H 0.997 -0.745 -1.174  0.37

Of them, entry i has the lowest stability.

Entry i
C5H11N4O | the ωB97M-V functional and the def2-TZVPD basis

Calculated values
Total charge = +1
Highest occupied orbital energy = -12.503 eV

Each line ends with the Mulliken charge.
Geometry (Å):
C -2.017 0.212 -1.051  -0.37
C -3.223 0.534 -0.511  -0.46
C -1.261 -0.219 0.024  0.37
C 0.071 -1.140 0.035  -0.93
C 1.692 -1.222 -0.185  0.56
N -3.304 0.173 0.780  -0.92
N -2.142 -0.233 1.063  0.41
N 1.519 2.093 0.246  -0.82
N 2.361 -0.184 -0.453  -0.29
O 2.120 -2.409 0.097  -0.36
H -1.856 0.175 -2.097  0.40
H -4.169 0.881 -0.806  0.52
H -0.083 -1.509 1.095  0.35
H -0.198 -2.062 -0.438  0.50
H -1.929 -0.458 2.008  0.22
H 1.616 2.036 1.220  0.30
H 2.077 2.905 -0.053  0.29
H 0.584 2.359 0.048  0.27
H 3.333 -0.136 -0.532  0.20
H 1.814 0.816 -0.329  0.39
H 2.996 -2.614 -0.162  0.36

Entry ii
C5H11N4O | the ωB97M-V functional and the def2-TZVPD basis

Calculated values
Total charge = +1
Highest occupied orbital energy (alpha / beta) = -13.642 / -13.642 eV

Each line ends with the Mulliken charge.
Geometry (Å):
C -2.036 -1.387 -0.499  -0.83
C -0.738 -1.955 -0.231  0.17
N 0.239 -1.205 0.064  0.65
N 1.499 -1.088 0.208  -0.92
C 1.964 0.076 -0.159  0.57
C 3.433 0.312 -0.278  -0.80
N 1.218 1.086 -0.290  -0.79
N -0.115 0.849 -0.242  0.50
C -0.971 1.558 0.684  -0.49
O -1.798 2.346 -0.029  -0.51
H -2.880 -2.087 -0.612  0.37
H -1.950 -0.830 -1.455  0.24
H -2.124 -0.609 0.316  0.13
H -0.417 -3.030 -0.254  0.43
H 3.988 -0.622 0.076  0.31
H 3.669 1.296 0.249  0.30
H 3.573 0.481 -1.420  0.24
H -0.514 0.782 -1.152  0.35
H -1.440 0.783 1.477  0.38
H -0.344 2.117 1.407  0.33
H -1.401 3.209 -0.139  0.37

Of them, entry ii has the lowest stability.

Entry i
C10H15N2O | the ωB97M-V functional and the def2-TZVPD basis

Calculated values
Total charge = +1
Highest occupied orbital energy = -11.856 eV

Each line ends with the Mulliken charge.
Geometry (Å):
C 2.674 -1.919 0.467  -1.46
C 1.331 -1.418 0.100  1.33
C 0.192 -1.766 0.732  -1.00
C -1.086 -1.509 0.121  0.54
O -2.049 -2.265 -0.001  -0.54
C -1.135 -0.192 -0.781  0.15
N -1.999 0.778 -0.052  0.00
C -3.394 0.420 0.361  -0.73
C -1.117 1.550 0.654  -0.36
C 0.144 1.549 0.107  0.24
C 1.362 2.442 0.233  -1.38
N 0.154 0.516 -0.902  0.17
C 1.338 -0.427 -0.986  -1.56
H 3.254 -1.898 -0.498  0.40
H 2.531 -2.938 0.800  0.41
H 3.362 -1.404 1.188  0.30
H 0.237 -2.508 1.574  0.40
H -1.517 -0.570 -1.867  0.30
H -4.078 0.381 -0.557  0.26
H -3.393 -0.578 0.641  0.36
H -3.512 1.270 1.131  0.26
H -1.600 2.226 1.402  0.39
H 2.214 1.760 0.616  0.31
H 1.181 3.178 0.968  0.44
H 1.381 2.995 -0.681  0.33
H 0.074 0.988 -1.751  0.42
H 2.189 0.100 -0.984  0.69
H 1.263 -0.761 -2.037  0.37

Entry ii
C10H15N2O | the ωB97M-V functional and the def2-TZVPD basis

Calculated values
Total charge = +1
Highest occupied orbital energy = -11.303 eV

Each line ends with the Mulliken charge.
Geometry (Å):
C -1.086 2.794 -1.972  -0.43
C -1.829 2.907 -0.766  -0.51
C 0.008 1.913 -1.970  -0.63
C -1.695 2.029 0.284  -0.19
C 0.233 1.089 -0.827  0.66
C -0.875 -0.183 0.992  -0.10
C 0.453 -0.463 1.646  0.81
C -1.555 -1.287 0.180  -1.29
C 1.007 -1.788 1.816  -1.71
C 2.032 -0.468 -1.615  -1.02
N -0.680 1.090 0.243  0.15
N 1.074 0.113 -0.723  -0.24
O 0.851 0.479 2.369  -0.34
H -1.379 3.524 -2.723  0.39
H -2.504 3.737 -0.528  0.35
H 0.738 1.884 -2.790  0.41
H -2.214 2.101 1.223  0.36
H -1.559 0.194 1.653  0.62
H -1.072 -1.422 -0.865  0.26
H -2.698 -1.117 -0.020  0.32
H -1.463 -2.296 0.670  0.36
H 0.808 -2.452 0.973  0.39
H 0.482 -2.281 2.684  0.36
H 2.068 -1.880 1.867  0.56
H 1.626 -0.751 -2.600  0.37
H 2.906 0.169 -1.822  0.33
H 2.325 -1.405 -1.088  0.29
H 1.685 0.280 2.820  0.47

Of them, entry i has the lowest stability.